(one)
{
  "formula": "C6H12",
  "method": "ωB97M-V with the def2-TZVPD basis set",
  "charge": 0,
  "e_homo_ev": -8.993,
  "homo_lumo_gap_ev": 10.2,
  "smiles": "C/C=C/CCC",
  "elements": ["C", "C", "C", "C", "C", "C", "H", "H", "H", "H", "H", "H", "H", "H", "H", "H", "H", "H"],
  "xyz": [[0.842, -1.367, 2.539], [0.218, -0.958, 1.100], [0.396, 0.476, 0.706], [-0.438, 0.676, -0.482], [0.010, 0.900, -1.731], [-0.980, 1.044, -2.829], [0.876, -2.545, 2.471], [0.221, -0.978, 3.508], [1.884, -0.909, 2.630], [0.771, -1.731, 0.420], [-0.807, -1.246, 1.021], [0.053, 1.185, 1.507], [1.395, 0.553, 0.468], [-1.561, 0.642, -0.283], [1.067, 1.045, -1.802], [-0.674, 0.549, -3.765], [-1.939, 0.408, -2.401], [-1.333, 2.255, -3.078]],
  "mulliken_charge": [-0.934, -0.448, -0.613, -0.324, -0.043, -0.927, 0.286, 0.249, 0.260, 0.232, 0.364, 0.269, 0.354, 0.193, 0.348, 0.316, 0.223, 0.195]
}

***

(two)
{
  "formula": "C6H12",
  "method": "ωB97M-V with the def2-TZVPD basis set",
  "charge": 0,
  "e_homo_ev": [-7.523, -7.323],
  "homo_lumo_gap_ev": [7.7, 7.6],
  "elements": ["C", "C", "C", "C", "C", "C", "H", "H", "H", "H", "H", "H", "H", "H", "H", "H", "H", "H"],
  "xyz": [[-0.479, 1.753, -0.685], [0.043, 1.475, 0.620], [0.982, -0.041, 0.370], [1.143, -1.025, 1.338], [0.232, -0.693, -0.778], [-1.119, -1.340, -0.519], [0.054, 2.451, -1.328], [-0.122, 0.481, -1.267], [-1.557, 1.762, -0.847], [-0.703, 1.260, 1.386], [0.786, 2.170, 1.008], [1.943, 0.346, 0.019], [0.296, -1.614, 1.679], [2.085, -1.198, 1.856], [0.854, -1.287, -1.459], [-1.039, -2.332, -0.064], [-1.664, -1.458, -1.463], [-1.734, -0.710, 0.133]],
  "mulliken_charge": [-0.655, -0.711, 0.129, -0.882, -0.042, -1.245, 0.315, -0.025, 0.311, 0.279, 0.380, 0.257, 0.274, 0.273, 0.341, 0.364, 0.346, 0.287]
}

***

(three)
{
  "formula": "C6H12",
  "method": "ωB97M-V with the def2-TZVPD basis set",
  "charge": 0,
  "e_homo_ev": -8.606,
  "homo_lumo_gap_ev": 9.7,
  "smiles": "CCC=C(C)C",
  "elements": ["C", "C", "C", "C", "C", "C", "H", "H", "H", "H", "H", "H", "H", "H", "H", "H", "H", "H"],
  "xyz": [[0.439, 0.225, 0.822], [-0.832, -0.067, 0.384], [0.623, 1.162, 1.994], [1.671, -0.447, 0.208], [-1.115, -0.094, -2.032], [-1.144, -0.965, -0.760], [-1.634, 0.382, 0.920], [0.980, 0.632, 2.875], [1.342, 1.965, 1.765], [-0.335, 1.677, 2.171], [1.874, -1.448, 0.619], [1.569, -0.480, -0.878], [2.537, 0.165, 0.498], [-1.818, 0.777, -1.936], [-0.107, 0.300, -2.232], [-1.403, -0.678, -2.963], [-0.440, -1.782, -0.774], [-2.209, -1.325, -0.680]],
  "mulliken_charge": [0.969, -0.574, -1.275, -1.276, -0.996, -0.577, 0.343, 0.277, 0.335, 0.339, 0.272, 0.324, 0.366, 0.300, 0.292, 0.294, 0.312, 0.274]
}

***

Which is most stable, and by how much? (three), by 37.8 kcal/mol.

***

(one)
{
  "formula": "C6H12",
  "method": "ωB97M-V with the def2-TZVPD basis set",
  "charge": 0,
  "e_homo_ev": [-7.182, -7.347],
  "homo_lumo_gap_ev": [8.0, 8.3],
  "elements": ["C", "C", "C", "C", "C", "C", "H", "H", "H", "H", "H", "H", "H", "H", "H", "H", "H", "H"],
  "xyz": [[1.601, -0.459, 0.956], [1.171, -0.573, -0.468], [-0.478, 1.661, -0.212], [-1.380, 0.559, 0.374], [-1.338, -0.644, -0.486], [-0.017, -1.210, -0.958], [0.772, -0.478, 1.677], [2.175, 0.463, 1.121], [2.278, -1.285, 1.227], [1.849, -0.129, -1.197], [-1.025, 2.604, -0.253], [0.442, 1.838, 0.353], [-1.121, 0.359, 1.436], [-2.425, 0.900, 0.425], [-2.154, -1.359, -0.371], [-0.232, 1.397, -1.248], [-0.123, -2.149, -0.363], [0.006, -1.497, -2.016]],
  "mulliken_charge": [-1.040, -0.414, -0.934, -0.342, -0.635, -0.307, 0.265, 0.300, 0.338, 0.419, 0.341, 0.192, 0.236, 0.363, 0.340, 0.306, 0.275, 0.297]
}

***

(two)
{
  "formula": "C6H12",
  "method": "ωB97M-V with the def2-TZVPD basis set",
  "charge": 0,
  "e_homo_ev": -9.093,
  "homo_lumo_gap_ev": 10.2,
  "smiles": "C=C(CC)CC",
  "elements": ["C", "C", "C", "C", "C", "C", "H", "H", "H", "H", "H", "H", "H", "H", "H", "H", "H", "H"],
  "xyz": [[-1.906, -1.052, -0.040], [-0.811, -0.410, 0.961], [0.629, -0.405, 0.308], [1.287, -1.536, -0.053], [1.262, 0.928, 0.014], [0.371, 1.930, -0.778], [-1.681, -2.183, -0.199], [-2.868, -0.827, 0.435], [-1.843, -0.485, -1.001], [-0.812, -0.992, 1.973], [-1.066, 0.654, 1.174], [2.298, -1.594, -0.582], [0.916, -2.517, 0.304], [2.229, 0.634, -0.479], [1.495, 1.421, 1.016], [-0.598, 2.099, -0.301], [0.953, 2.855, -0.972], [0.144, 1.480, -1.780]],
  "mulliken_charge": [-0.845, -0.687, 0.723, -0.962, -0.547, -1.055, 0.271, 0.317, 0.245, 0.312, 0.297, 0.232, 0.248, 0.299, 0.240, 0.300, 0.341, 0.270]
}

***

Which is most stable, and by how much? (two), by 60.5 kcal/mol.

***

(one)
{
  "formula": "C6H12",
  "method": "ωB97M-V with the def2-TZVPD basis set",
  "charge": 0,
  "e_homo_ev": -9.208,
  "homo_lumo_gap_ev": 10.3,
  "smiles": "CC=C1CC1.C",
  "elements": ["C", "C", "C", "C", "C", "C", "H", "H", "H", "H", "H", "H", "H", "H", "H", "H", "H", "H"],
  "xyz": [[-1.601, 1.023, 2.008], [-0.285, -0.206, -1.384], [-1.129, -1.423, -1.129], [0.901, -0.001, -0.839], [1.955, -0.491, 0.056], [2.098, 0.831, -0.700], [-1.917, 2.058, 2.154], [-2.479, 0.395, 1.838], [-1.072, 0.672, 2.898], [-0.685, 0.544, -2.066], [-1.370, -1.937, -2.068], [-0.604, -2.127, -0.476], [-2.082, -1.157, -0.654], [-0.938, 0.966, 1.141], [1.790, -0.437, 1.131], [2.572, -1.330, -0.258], [2.803, 0.868, -1.527], [2.043, 1.752, -0.125]],
  "mulliken_charge": [-0.731, -0.041, -1.122, 0.078, -0.511, -0.548, 0.272, 0.216, 0.238, 0.348, 0.366, 0.299, 0.280, -0.003, 0.206, 0.213, 0.227, 0.215]
}

***

(two)
{
  "formula": "C6H12",
  "method": "ωB97M-V with the def2-TZVPD basis set",
  "charge": 0,
  "e_homo_ev": -9.576,
  "homo_lumo_gap_ev": 10.8,
  "smiles": "CC[C@H]1C[C@@H]1C",
  "elements": ["C", "C", "C", "C", "C", "C", "H", "H", "H", "H", "H", "H", "H", "H", "H", "H", "H", "H"],
  "xyz": [[1.096, 2.184, 0.864], [-0.058, 1.206, 0.994], [-0.076, 0.232, -0.238], [0.886, -0.792, -0.586], [-0.414, -1.220, -0.129], [-1.426, -1.897, -1.004], [2.086, 1.581, 1.022], [1.132, 2.664, -0.221], [0.820, 3.060, 1.542], [0.053, 0.612, 1.927], [-0.971, 1.657, 1.211], [-0.461, 0.647, -1.115], [1.048, -1.075, -1.663], [1.848, -0.849, 0.115], [-0.584, -1.638, 0.892], [-1.415, -3.015, -0.631], [-2.460, -1.533, -0.890], [-1.104, -1.824, -2.090]],
  "mulliken_charge": [-0.882, -0.858, -0.044, -0.493, 0.044, -1.275, 0.246, 0.224, 0.321, 0.269, 0.455, 0.437, 0.205, 0.195, 0.290, 0.311, 0.293, 0.265]
}

***

Which is most stable, and by how much? (one), by 3.2 kcal/mol.